Record 1
The following is a quantum chemistry calculation of one molecule with the formula C6H4O2 at a distorted geometry, from OMol25.

Geometry as XYZ:
```
12
Properties=species:S:1:pos:R:3:lowdin_charge:R:1
C 1.5278 2.2687 0.7084 0.1464
C 0.6091 1.5599 0.1276 -0.0248
C -0.5078 0.7416 -0.1787 -0.4496
O -1.5326 1.3363 -0.3294 0.0919
C -0.5956 -0.7815 -0.2274 -0.1401
C -1.8576 -1.3164 -0.0184 0.1025
C 0.7046 -1.7442 -0.1047 -0.2267
O 1.8553 -1.4894 0.0036 0.0773
H 2.6181 2.6970 0.8658 0.0911
H -1.9379 -2.4116 -0.1817 0.0714
H -2.7730 -0.5917 0.1656 0.1285
H 0.2276 -2.8381 -0.0840 0.1320
```

Its calculated total energy is -381.3335 a.u. As for the HOMO energy: -0.367 Eh. Its SMILES is C#CC(=O)C(=C)C=O. As for the orbital gap: 9.123 eV. For the energy above the lowest of the compared OMol25 structures with the same formula, charge and spin, the calculation gives 3.962 eV.

=====

Record 2
The following is a quantum chemistry calculation of one molecule with the formula C6H5BrCl2S at a distorted geometry, from OMol25.

Geometry as XYZ:
```
15
Properties=species:S:1:pos:R:3:lowdin_charge:R:1
S 0.9842 -1.3879 -1.5439 0.7146
C 1.7857 -0.2304 -0.3920 -1.0398
Cl 3.2986 0.3647 -0.9033 0.6303
C 1.3038 0.2872 0.7735 -0.2521
C 0.1348 -0.2034 1.4202 -0.1869
C -0.9742 -0.6396 0.8306 -0.1951
C -1.5373 -0.0843 -0.3808 -0.8520
Cl -2.2338 -1.1830 -1.5215 0.6474
C -1.7589 1.2295 -0.5981 -0.5414
Br -1.1347 2.6596 0.5166 0.7037
H 2.1188 -2.0487 -2.1586 -0.0651
H 2.0160 0.9598 1.3683 0.1323
H 0.2554 -0.2562 2.4555 0.0956
H -1.8798 -1.1422 1.4757 0.1754
H -2.3786 1.6750 -1.3422 0.0332
```

Its calculated total energy is -4124.1181 a.u. As for the HOMO energy: -0.316 Eh. Its SMILES is S\C(Cl)=C/C=C\C(Cl)=C/Br. As for the orbital gap: 8.688 eV. For the energy above the lowest of the compared OMol25 structures with the same formula, charge and spin, the calculation gives 0.950 eV.

=====

Record 3
The following is a quantum chemistry calculation of C6H5BrCrF as an isolated structure at a distorted geometry, from OMol25.

Geometry as XYZ:
```
14
Properties=species:S:1:pos:R:3:lowdin_spin:R:1
Cr 0.4828 -4.6447 4.2616 4.1691
Br 1.5532 -2.6955 3.1375 -0.1636
F -1.1397 1.7886 -2.8188 0.0000
C -0.7542 1.2190 -1.6528 0.0001
C -0.9778 -0.1246 -1.4148 -0.0001
C -0.4292 -0.7952 -0.3078 -0.0001
C 0.4087 -0.0010 0.4726 -0.0020
C 0.5915 1.3738 0.2797 -0.0002
C -0.0143 1.9986 -0.8112 -0.0001
H -1.5339 -0.7212 -2.1228 0.0000
H -0.5483 -1.8566 -0.1473 0.0001
H 0.9340 -0.5288 1.2549 -0.0031
H 1.3032 1.9342 0.8677 0.0000
H 0.1240 3.0532 -0.9985 0.0000
```

As for the expectation value of S²: 6.14. As for the spin multiplicity: 5. Its calculated total energy is -3949.6240 a.u. As for the HOMO energy (spin up / spin down): -0.413 / -0.413 Eh. As for the charge: +1. As for the orbital gap (spin up / spin down): 2.574 / 3.926 eV. For the energy above the lowest of the compared OMol25 structures with the same formula, charge and spin, the calculation gives 0.505 eV.

=====

Record 4
The following is a quantum chemistry calculation of an isolated ion of composition C6H5Cl3PS and charge +1 at a distorted geometry, from OMol25.

Geometry as XYZ:
```
16
Properties=species:S:1:pos:R:3:lowdin_charge:R:1
C -1.0749 1.1193 -0.2977 -0.1445
C -0.2830 1.8001 0.5145 -0.0364
C -0.6596 -0.1354 -0.8328 -0.3904
C 1.0498 1.3907 0.8006 -0.0086
C 0.6784 -0.5366 -0.6048 -0.1464
C 1.5310 0.1751 0.2623 -0.6058
P -1.6273 -1.4514 0.5711 0.2404
S 3.1985 -0.1198 0.6086 0.6521
Cl 3.4714 -1.9006 -0.4919 0.2010
Cl -1.4262 -3.0847 -0.3748 0.3817
Cl -3.4276 -0.7957 0.0486 0.3302
H -2.1293 1.3518 -0.3209 0.0840
H -0.6461 2.6399 1.1512 0.1494
H -1.0700 -0.6292 -1.7319 0.1346
H 1.5754 1.7270 1.6322 0.1001
H 0.8395 -1.5506 -0.9344 0.0586
```

Its calculated total energy is -2351.4663 a.u. As for the HOMO energy: -0.470 Eh. As for the charge: +1. As for the orbital gap: 6.706 eV.

=====

Record 5
The following is a quantum chemistry calculation of C6H5Cl6NO5Sc as an isolated structure at a distorted geometry, from OMol25.

Geometry as XYZ:
```
24
Properties=species:S:1:pos:R:3:lowdin_charge:R:1
Sc 0.4210 0.6778 -0.7558 1.1117
O -0.3308 3.2392 -2.9193 -0.2487
Cl 0.9012 2.6057 -2.5671 0.7974
O 2.0369 3.1788 -3.2549 -0.2092
O 1.1908 2.7235 -1.1286 -0.3764
O 0.8382 1.0452 -2.7751 -0.3794
O -0.8253 -0.9332 -1.8102 -0.0818
H -1.8242 -1.2506 -1.8006 0.1833
H -0.4212 -1.7869 -1.7125 0.0244
Cl 0.7270 1.6795 2.1663 0.8086
C 0.6752 0.0163 1.9571 -0.7564
C 1.0427 -0.6477 0.7689 -0.3161
C 1.2166 -1.9734 0.5456 -0.7229
Cl 1.9273 -2.7200 -0.8216 0.7670
C 0.4759 -2.8428 1.4340 -0.6928
Cl 0.1380 -4.4847 1.0319 0.7241
C 0.0120 -2.2945 2.6002 -0.7741
Cl -0.9606 -3.1316 3.6031 0.8146
C 0.1685 -0.8945 2.9443 -0.6737
Cl -0.1489 -0.3638 4.5352 0.7395
N -1.5883 1.8848 -0.4735 0.0354
H -2.4489 1.2616 -0.3084 0.1239
H -1.6238 2.3888 -1.4128 0.0756
H -1.5991 2.6226 0.1537 0.0261
```

Its calculated total energy is -4184.0165 a.u. As for the HOMO energy: -0.455 Eh. As for the charge: +1. As for the orbital gap: 8.268 eV.

=====

Record 6
The following is a quantum chemistry calculation of one molecule with the formula C6H5ClIN3 at a distorted geometry, from OMol25.

Geometry as XYZ:
```
16
Properties=species:S:1:pos:R:3:lowdin_charge:R:1
C 0.2365 -1.0054 -0.3451 -0.0935
C 1.2891 -0.2116 -0.1339 -0.6498
C -1.0642 0.5412 1.0043 -0.3437
C -1.1521 -0.4856 -0.1298 -0.0887
C 1.2911 1.1543 0.4255 -0.2918
C -0.0220 1.3391 1.1814 -0.5867
N -2.2500 0.6903 1.7250 0.0717
N -1.4867 1.3355 3.7863 0.1643
N -2.0034 0.9902 2.8632 -0.2467
Cl 2.9170 -0.8234 -0.2803 0.6666
I -0.0817 3.2915 2.1031 0.9044
H 0.4453 -1.9448 -0.5713 0.0578
H -1.4251 -0.0814 -1.0643 0.1046
H -1.9524 -1.2268 0.2649 0.1487
H 2.0002 1.3843 1.1505 0.0580
H 1.2690 2.0967 -0.2130 0.1247
```

Its calculated total energy is -1153.6494 a.u. As for the HOMO energy: -0.328 Eh. As for the orbital gap: 9.043 eV. For the energy above the lowest of the compared OMol25 structures with the same formula, charge and spin, the calculation gives 2.440 eV.

=====

Record 7
The following is a quantum chemistry calculation of C6H5F2NO2S2 as an isolated structure at a distorted geometry, from OMol25.

Geometry as XYZ:
```
18
Properties=species:S:1:pos:R:3:lowdin_charge:R:1
C 0.6470 -0.5796 -0.4182 -0.0435
C 0.4250 -0.8002 1.0036 -0.0465
C -0.1473 0.3626 -1.0145 -0.0665
C -0.6993 -0.3326 1.6780 -0.0236
C -1.2778 0.9209 -0.3868 -0.1198
C -1.4685 0.5863 0.9717 -0.3840
N -2.5419 1.1972 1.5729 -0.2408
O -4.4117 -0.0972 0.4968 -0.5296
O -2.9296 -1.5397 -0.6492 -0.3160
F -4.0832 2.1079 -0.2861 -0.3923
F -4.9106 -0.6045 -1.8332 -0.3087
S -3.9884 1.2822 1.2107 1.0384
S -3.5057 -0.2899 -0.9315 0.9906
H 1.4366 -0.9159 -0.8997 0.0503
H 1.0299 -1.6465 1.3817 0.1095
H -0.0134 0.5294 -2.0397 0.0953
H -0.7005 -0.5544 2.8028 0.1464
H -1.8954 1.5547 -0.8525 0.0409
```

Its calculated total energy is -1432.8661 a.u. As for the HOMO energy: -0.335 Eh. As for the orbital gap: 9.095 eV. For the energy above the lowest of the compared OMol25 structures with the same formula, charge and spin, the calculation gives 0.501 eV.

=====

Record 8
The following is a quantum chemistry calculation of one molecule with the formula C6H5F3N2O at a distorted geometry, from OMol25.

Geometry as XYZ:
```
17
Properties=species:S:1:pos:R:3:lowdin_charge:R:1
C 1.0255 -0.8282 1.3453 -0.0181
C 1.0263 0.5245 1.2895 -0.1150
C 0.1214 -1.5807 0.5035 -0.3298
C -0.7796 -1.1976 -0.3998 -0.1295
C 0.4989 2.0063 -0.4829 0.1291
C -0.5828 2.5240 -1.4814 -0.6126
N 0.1082 1.1506 0.4492 -0.0189
N 0.3439 -3.0103 0.4895 0.0651
O -1.5790 -0.9426 -1.2316 0.1736
F -1.8509 2.6097 -0.9831 0.0906
F -0.3517 3.6820 -2.1306 0.1211
F -0.7241 1.5940 -2.4411 0.1081
H 1.6761 -1.6023 1.9411 0.1588
H 1.8150 1.1821 1.5620 0.1059
H -0.7611 0.6901 0.4112 0.1002
H -0.1617 -3.4950 -0.2641 0.1031
H 0.1754 -3.3066 1.4233 0.0681
```

Its calculated total energy is -715.8287 a.u. As for the HOMO energy: -0.307 Eh. As for the orbital gap: 8.066 eV. For the energy above the lowest of the compared OMol25 structures with the same formula, charge and spin, the calculation gives 3.759 eV.

=====

Record 9
The following is a quantum chemistry calculation of one molecule with the formula C6H5F3Si at a distorted geometry, from OMol25.

Geometry as XYZ:
```
15
Properties=species:S:1:pos:R:3:lowdin_charge:R:1
F -1.1700 -1.1582 -2.6666 -0.0406
Si 0.2939 -1.1887 -2.1335 0.3641
F 0.9122 -2.7328 -2.1005 -0.1171
F 1.1037 -0.0001 -2.8876 -0.0811
C 0.1658 -0.5722 -0.4048 -0.2052
C 1.2010 -0.1605 0.4573 -0.0670
C 0.9615 0.7419 1.4804 -0.1009
C -0.3071 1.0896 1.8255 -0.0801
C -1.3660 0.6466 1.0040 -0.0651
C -1.1346 -0.2049 -0.0565 -0.1028
H 2.2088 -0.3765 0.3386 0.0844
H 1.6971 1.1284 2.1871 0.1115
H -0.3499 1.8734 2.5532 0.1001
H -2.2650 1.1289 1.2227 0.0836
H -1.9513 -0.2150 -0.8194 0.1162
```

Its calculated total energy is -820.9098 a.u. As for the HOMO energy: -0.354 Eh. Its SMILES is F[Si](F)(F)c1ccccc1. As for the orbital gap: 10.270 eV.

=====

Record 10
The following is a quantum chemistry calculation of one molecule with the formula C6H5FN2 at a distorted geometry, from OMol25.

Geometry as XYZ:
```
14
Properties=species:S:1:pos:R:3:lowdin_charge:R:1
C -0.8630 -0.7033 1.0691 -0.0109
C 0.1547 -1.1315 1.9781 -0.3315
C 0.6627 0.6214 -1.8066 -0.0520
C -0.3948 0.1366 0.1544 -0.1895
C -0.7092 0.4291 -1.2330 -0.1249
C 0.9555 0.6597 0.3347 -0.3804
N 1.3615 -0.8260 1.9124 0.1586
N 1.5515 0.6861 -0.8735 0.1653
F 1.2466 1.5852 1.1776 0.1489
H -1.8593 -0.9951 0.9434 0.1003
H -0.2632 -1.9529 2.6849 0.1235
H 0.6777 0.5751 -2.9256 0.1418
H -1.3773 1.2438 -1.5969 0.1453
H -1.1435 -0.3282 -1.8189 0.1055
```

Its calculated total energy is -440.8341 a.u. As for the HOMO energy (spin up / spin down): -0.308 / -0.300 Eh. As for the orbital gap (spin up / spin down): 7.672 / 7.474 eV. For the energy above the lowest of the compared OMol25 structures with the same formula, charge and spin, the calculation gives 2.321 eV.

=====

Q: Number 4 is which compound?
A: C6H5Cl3PS

=====

Q: Which value of calculated total energy does entry 1 give?
A: -381.3335 a.u.

=====

Please write out number 9 again, unchanged.
The following is a quantum chemistry calculation of one molecule with the formula C6H5F3Si at a distorted geometry, from OMol25.

Geometry as XYZ:
```
15
Properties=species:S:1:pos:R:3:lowdin_charge:R:1
F -1.1700 -1.1582 -2.6666 -0.0406
Si 0.2939 -1.1887 -2.1335 0.3641
F 0.9122 -2.7328 -2.1005 -0.1171
F 1.1037 -0.0001 -2.8876 -0.0811
C 0.1658 -0.5722 -0.4048 -0.2052
C 1.2010 -0.1605 0.4573 -0.0670
C 0.9615 0.7419 1.4804 -0.1009
C -0.3071 1.0896 1.8255 -0.0801
C -1.3660 0.6466 1.0040 -0.0651
C -1.1346 -0.2049 -0.0565 -0.1028
H 2.2088 -0.3765 0.3386 0.0844
H 1.6971 1.1284 2.1871 0.1115
H -0.3499 1.8734 2.5532 0.1001
H -2.2650 1.1289 1.2227 0.0836
H -1.9513 -0.2150 -0.8194 0.1162
```

Its calculated total energy is -820.9098 a.u. As for the HOMO energy: -0.354 Eh. Its SMILES is F[Si](F)(F)c1ccccc1. As for the orbital gap: 10.270 eV.

=====

Q: Which formula does entry 2 have?
A: C6H5BrCl2S